# 1
Molecular formula: C20H37F9NO11Zr
Method: DFT, ωB97M-V with the def2-TZVPD basis set

Total charge = -1
Frontier orbital gap = 0.3030 hartree
E_tot = -71097.187 eV
F_max = 5.2 eV/Å
Multiplicity = 1
Energy relative to the best compared isomer or geometry (same formula, charge and spin) = 2.620 eV
HOMO energy = -5.764 eV

The geometry in XYZ format:
```
79
Properties=species:S:1:pos:R:3:forces:R:3
Zr 0.768292 -0.506043 0.714428 0.8 -1.3 -1.6
C -2.395742 -0.965533 2.147427 1.1 -1.3 -2.2
O -3.074806 -0.816487 0.910641 -0.5 0.1 0.4
O -1.086716 -0.799356 1.854495 1.5 1.6 0.2
C -3.099499 -0.156085 3.264333 -0.2 -0.5 0.9
F -2.379610 -0.271667 4.397632 0.2 0.3 0.0
F -3.426734 1.136140 3.120559 0.6 -0.1 -0.6
F -4.289279 -0.766437 3.541193 0.1 -0.1 -0.3
C -4.239731 -1.589197 0.650387 -0.3 1.2 -0.1
C -4.537777 -1.358549 -0.815190 -0.8 -0.7 -0.7
H -4.546206 -0.330406 -1.174157 0.6 0.2 0.5
H -3.859018 -1.955753 -1.424120 0.1 0.2 -0.1
H -5.558240 -1.666042 -1.072228 0.0 -0.4 0.2
H -5.075793 -1.226897 1.257958 0.0 -0.1 0.1
H -4.110838 -2.651393 0.877518 0.3 0.0 0.0
H -2.449102 -2.019148 2.460087 -0.8 0.0 0.5
C 0.418964 -3.713783 -0.769735 -1.1 1.0 1.6
O 0.683163 -4.666365 0.247557 -0.4 -0.2 -0.8
O 0.668632 -2.459238 -0.320561 0.6 1.4 0.0
C 1.121310 -4.182698 -2.045742 1.2 0.8 0.0
F 1.029236 -3.225244 -3.000464 0.0 -0.3 0.3
F 2.438058 -4.423195 -1.845532 -0.3 0.1 -0.1
F 0.600202 -5.300147 -2.571449 -0.2 -0.1 0.2
C -0.246903 -4.586744 1.301275 -0.4 -0.3 1.2
C -0.152506 -5.926273 2.032205 0.8 -0.6 -1.4
H -0.208547 -6.674065 1.230576 -0.6 0.0 0.0
H 0.877767 -6.144356 2.322959 -0.1 0.5 0.9
H -0.932968 -6.163345 2.749446 0.2 0.3 0.3
H -1.303858 -4.472392 1.022489 0.1 0.0 -0.9
H -0.086959 -3.710199 1.934168 0.5 -0.1 0.1
H -0.649846 -3.776129 -1.015789 -0.3 -0.2 -0.2
C 0.018055 0.907768 -2.311989 2.2 -1.4 1.4
O 0.638016 2.129817 -1.954313 -0.5 0.7 -0.8
O -0.162965 0.219776 -1.166891 -0.7 -0.4 1.0
C -1.209552 1.006070 -3.256531 -0.1 0.6 -0.8
F -2.439401 0.888656 -2.747483 0.3 -0.2 0.4
F -1.201175 2.197657 -3.919506 0.0 0.1 0.2
F -1.091834 0.079071 -4.238447 -0.1 -0.1 0.4
C 1.502611 2.803355 -2.884614 -0.4 -0.2 0.4
C 1.669414 4.150181 -2.207744 0.1 0.6 -0.5
H 2.130486 4.121016 -1.220820 0.1 -0.4 0.0
H 2.225375 4.876342 -2.807182 0.1 -0.2 -0.1
H 0.673000 4.569374 -2.069587 -0.1 0.0 0.0
H 1.072567 2.896860 -3.886080 -0.4 0.3 0.2
H 2.416081 2.234246 -3.084127 0.2 0.0 0.6
H 0.768255 0.362122 -2.906509 -0.1 0.0 -0.6
C 3.712328 -0.828449 -2.051299 -0.6 1.0 1.1
C 3.974824 -0.062272 -0.716368 0.0 -1.9 -0.5
C 4.879443 1.137749 -0.951252 0.2 0.8 0.8
O 2.828804 0.127676 0.017659 -2.6 0.3 0.9
H 3.014536 -1.645514 -1.866587 0.5 -0.4 0.2
H 4.718677 -1.118798 -2.348790 -0.3 -0.3 -0.8
H 3.137525 -0.193275 -2.732694 0.6 0.2 -0.4
H 4.605908 -0.793105 -0.183618 0.1 0.0 0.3
H 4.352413 2.025069 -1.312541 -0.1 -0.2 -0.3
H 5.740093 0.904819 -1.581958 -0.3 -0.2 -0.4
H 5.374702 1.465706 -0.029864 -0.3 -0.1 0.3
O 3.109534 -1.206590 4.049373 0.2 -1.3 0.3
C 2.225933 -1.105356 3.080590 -1.9 1.6 -4.6
O 1.905028 -1.937866 2.175121 1.2 -2.3 1.5
O 1.698553 0.009787 2.785665 -0.1 2.4 1.7
H 3.281267 -0.336662 4.424648 -0.3 0.2 -0.2
C -0.141546 3.800887 2.472721 1.5 -0.2 0.4
C -0.580256 2.480731 1.852838 -1.7 0.7 -0.4
C -1.823426 2.794235 0.963895 0.8 0.1 -0.2
O -1.416579 3.784641 0.053210 1.5 1.4 0.0
C -2.216763 4.107350 -1.046094 -0.6 -0.5 0.5
N 0.498274 1.832790 1.101596 1.3 1.6 0.3
H 0.674191 3.604903 3.181635 -0.2 -0.3 0.3
H -0.936417 4.270299 3.048284 -0.1 0.3 -0.3
H 0.375158 4.447517 1.759845 -0.8 0.3 -0.2
H -0.899361 1.882307 2.707482 0.0 -0.5 -0.4
H -2.537292 3.239314 1.665977 -0.6 -0.5 -0.3
H -2.156341 1.973277 0.320129 -0.4 -0.5 0.8
H -1.689111 4.760991 -1.738953 0.5 -0.4 0.0
H -3.085922 4.708125 -0.746789 -0.3 -0.3 0.1
H -2.514469 3.160709 -1.507868 -0.3 0.3 -0.4
H 1.310666 2.242552 1.577536 0.4 -1.3 0.4
H 0.675748 2.391168 0.255926 -1.0 -0.7 -0.7
```
Positions in Å, forces in eV/Å.

Atom charges from the Mulliken analysis, given in e for atoms 1 to 6: 3.33 -0.35 -0.09 -0.71 0.45 -0.28

# 2
Molecular formula: C20H37MoN4O4SSi
Method: DFT, ωB97M-V with the def2-TZVPD basis set

Expectation value of S² = 2.02
Total charge = +3
Frontier orbital gap (spin up / spin down) = 0.2475 / 0.2405 hartree
E_tot = -56038.567 eV
F_max = 0.8 eV/Å
Multiplicity = 3
HOMO energy (spin up / spin down) = -18.094 / -18.117 eV

The geometry in XYZ format:
```
68
Properties=species:S:1:pos:R:3:forces:R:3
Mo -0.427247 1.655504 0.931271 0.0 -0.5 -0.5
C -1.845294 5.670758 -0.481479 0.0 0.0 0.0
C -1.639867 4.265697 -0.053017 0.1 0.0 0.0
N -0.491497 3.681014 0.104731 -0.1 -0.3 0.2
N 0.698012 4.349426 -0.094065 0.0 0.1 0.0
C 1.774205 3.920541 0.586200 0.0 0.0 0.0
N 2.928001 4.521609 0.450937 0.0 0.0 0.0
S 1.630843 2.581639 1.691335 -0.1 0.0 0.0
C -2.796281 3.392540 0.248799 -0.1 0.0 -0.1
C -4.104876 3.775993 0.069946 0.1 0.0 0.0
C -5.124838 2.863299 0.365471 0.0 0.0 0.0
C -4.796868 1.603324 0.824828 0.0 0.0 0.0
C -3.457155 1.278230 0.997141 0.0 0.0 0.0
N -2.480564 2.151626 0.720219 0.0 0.2 0.1
H -0.940552 6.271553 -0.453998 0.0 0.0 0.0
H -2.578105 6.148877 0.170065 0.0 0.0 0.0
H -2.250465 5.687441 -1.498252 0.0 0.0 0.0
H 0.734650 5.115821 -0.755782 0.0 0.0 0.0
H 3.064705 5.336640 -0.135204 0.0 0.0 0.0
H 3.737411 4.193422 0.963814 0.0 0.0 0.0
H -4.352144 4.762400 -0.295945 0.0 0.0 0.0
H -6.159499 3.150752 0.228916 0.0 0.0 0.0
H -5.553944 0.866206 1.054515 0.0 0.0 0.0
H -3.158789 0.300716 1.357728 0.0 0.0 0.0
C 2.854808 -1.825102 -2.536128 0.0 0.0 0.0
C 2.664756 -0.596309 -1.667295 0.0 0.0 0.0
C 1.752414 0.428337 -2.326657 0.0 0.1 0.0
C 3.991091 0.021020 -1.265700 0.0 0.0 0.0
O 2.041886 -1.019935 -0.399124 0.0 0.1 0.0
Si 0.605102 -1.608074 -0.062636 0.0 -0.2 0.0
O -0.258830 0.049489 0.373071 0.0 0.8 0.2
O 0.430222 -2.289616 1.357511 -0.1 0.1 0.0
C 1.175275 -2.219200 2.624678 0.0 -0.1 0.0
C 1.373576 -0.751577 2.987309 0.0 0.0 0.0
C 0.304220 -2.927852 3.643264 0.0 0.0 0.0
C 2.506100 -2.921035 2.426338 0.0 0.0 0.0
O -0.323451 -2.087737 -1.242158 0.1 0.1 0.0
C -1.286518 -3.201238 -1.442893 0.0 0.0 0.0
C -0.588700 -4.499320 -1.086738 0.0 0.0 0.0
C -2.478138 -2.925566 -0.542974 0.0 0.0 0.0
C -1.654126 -3.137842 -2.911082 0.0 0.0 0.0
H 3.335557 -1.546280 -3.473937 0.0 0.0 0.0
H 1.896185 -2.287186 -2.773135 0.0 0.0 0.0
H 3.490902 -2.553390 -2.034125 0.0 0.0 0.0
H 2.273263 0.913826 -3.151864 0.0 0.0 0.0
H 1.484105 1.212425 -1.603175 0.0 0.0 0.0
H 0.842255 -0.028918 -2.717692 0.0 0.0 0.0
H 4.571804 0.269937 -2.153322 0.0 0.0 0.0
H 4.570714 -0.676127 -0.663047 0.0 0.0 0.0
H 3.834347 0.935448 -0.687365 0.0 0.0 0.0
H 0.400122 -0.237831 3.036480 0.0 0.0 0.0
H 2.040557 -0.258925 2.273476 0.0 0.0 0.0
H 1.818588 -0.668689 3.978462 0.0 0.0 0.0
H -0.650798 -2.415476 3.768181 0.0 0.0 0.0
H 0.809031 -2.957109 4.608401 0.0 0.0 0.0
H 0.111289 -3.952212 3.328772 0.0 0.0 0.0
H 3.090788 -2.440156 1.641199 0.0 0.0 0.0
H 2.345179 -3.965640 2.161804 0.0 0.0 0.0
H 3.084557 -2.893389 3.349777 0.0 0.0 0.0
H -0.268169 -4.505625 -0.043963 0.0 0.0 0.0
H 0.274109 -4.663140 -1.732844 0.0 0.0 0.0
H -1.274246 -5.334849 -1.228075 0.0 0.0 0.0
H -2.184218 -2.941575 0.508779 0.0 0.0 0.0
H -3.240601 -3.690610 -0.687390 0.0 0.0 0.0
H -2.922863 -1.959088 -0.794249 0.0 0.0 0.0
H -0.776393 -3.301261 -3.535198 0.0 0.0 0.0
H -2.093482 -2.172131 -3.161906 0.0 0.0 0.0
H -2.382094 -3.915524 -3.140971 0.0 0.0 0.0
```
Positions in Å, forces in eV/Å.

Atom charges from the Mulliken analysis, given in e for atoms 1 to 6: 1.04 -1.52 0.80 0.12 -0.55 0.77

# 3
Molecular formula: C20H37NO3SSiV
Method: DFT, ωB97M-V with the def2-TZVPD basis set

Expectation value of S² = 2.06
Total charge = -1
Frontier orbital gap (spin up / spin down) = 0.1998 / 0.2416 hartree
E_tot = -73376.395 eV
F_max = 4.6 eV/Å
Multiplicity = 3
Energy relative to the best compared isomer or geometry (same formula, charge and spin) = 0.000 eV
HOMO energy (spin up / spin down) = -2.612 / -3.753 eV

The geometry in XYZ format:
```
64
Properties=species:S:1:pos:R:3:forces:R:3
C 4.582041 0.167358 -0.073345 0.3 -0.1 1.0
C 4.006849 -1.144615 0.037574 0.7 -0.8 0.9
C 2.970156 -1.090046 1.020523 1.0 -0.1 1.1
C 2.851834 0.274239 1.471343 1.3 -0.8 1.4
C 3.887965 1.031923 0.842536 0.8 -0.8 0.7
V 2.494471 0.232757 -0.582916 -2.2 3.1 -2.6
C 4.079496 -1.772525 -3.682103 0.8 -0.3 -0.9
C 4.439106 -0.932135 -4.661331 -1.7 1.0 1.7
C 4.268001 0.269868 -5.205850 0.6 -0.7 -0.1
N 2.116821 1.790914 -1.158579 -0.2 -0.2 -1.8
H 2.397923 -1.927727 1.420013 0.1 0.4 -0.5
H 4.346747 -2.048542 -0.478816 -0.2 0.5 0.2
H 2.226944 0.615800 2.297804 0.0 0.0 -0.6
H 4.141130 2.062211 1.098682 -0.3 -0.3 -0.6
H 5.468760 0.428587 -0.648906 -0.5 0.0 -0.1
H 4.814909 -2.210950 -2.977477 -0.6 0.6 -0.4
H 1.814536 2.610909 -1.699634 0.5 -0.4 0.6
H 3.052547 -2.167354 -3.626308 0.6 0.0 -0.3
H 4.681773 0.559574 -6.175651 -0.4 -0.2 0.2
H 3.707541 1.030776 -4.637185 0.6 -0.3 -0.1
C -0.010416 -1.201858 3.589066 0.1 0.1 0.2
C -0.994899 -1.746638 2.566677 -0.2 1.1 -1.2
C -0.436881 -2.997464 1.913127 0.1 -0.4 0.1
C -2.337304 -2.015954 3.233768 -0.2 -0.1 0.2
O -1.260187 -0.711060 1.558599 -0.3 -0.8 1.4
Si -0.857693 -0.045218 0.123750 1.2 0.4 -0.6
S 0.565776 -1.115448 -0.970109 -0.7 -0.6 -0.1
O -2.246004 0.172234 -0.737593 -1.0 -0.4 -0.3
C -3.177149 -0.733699 -1.410869 1.0 0.8 0.5
C -2.550591 -1.222550 -2.707080 0.0 -0.2 -0.3
C -3.518188 -1.905325 -0.504016 -0.3 -0.3 0.0
C -4.407127 0.112629 -1.717811 -0.3 0.0 0.0
O -0.212572 1.453672 0.398614 -1.1 0.7 0.3
C -0.669570 2.808355 0.696863 0.5 -1.1 -0.4
C 0.185631 3.807306 -0.078397 0.3 0.4 -0.1
C -2.112521 3.002469 0.259443 -0.3 0.4 0.2
C -0.447035 3.016980 2.189069 -0.2 0.1 0.2
H 0.143807 -1.955172 4.374756 0.0 0.1 -0.1
H -0.406430 -0.295373 4.062410 0.1 -0.1 -0.1
H 0.960650 -0.975048 3.135297 -0.2 0.0 0.0
H -0.304191 -3.763723 2.690890 0.0 0.1 -0.1
H -1.120007 -3.396722 1.154922 0.1 0.1 0.1
H 0.532699 -2.804714 1.440347 -0.4 0.0 0.0
H -2.218868 -2.780953 4.011860 0.0 0.1 -0.1
H -2.722899 -1.105252 3.709039 0.1 -0.1 -0.2
H -3.085272 -2.373269 2.514789 0.2 0.1 0.1
H -1.664031 -1.838978 -2.519247 -0.2 0.2 0.0
H -3.293020 -1.820900 -3.253407 0.1 0.0 0.0
H -2.261540 -0.374627 -3.338782 0.0 -0.1 0.2
H -3.918010 -1.556570 0.456516 0.2 0.0 -0.2
H -4.289958 -2.521253 -0.989080 0.1 0.1 0.1
H -2.643593 -2.546194 -0.328583 -0.1 0.3 0.0
H -4.873957 0.489141 -0.799396 0.2 0.0 -0.1
H -4.146187 0.966391 -2.356063 0.1 -0.2 0.2
H -5.151686 -0.490078 -2.252473 0.1 0.1 0.1
H 0.020557 3.723056 -1.161555 0.0 -0.1 0.3
H -0.091336 4.830043 0.217706 -0.1 -0.2 0.0
H 1.256396 3.690506 0.117947 -0.3 -0.2 0.0
H -2.793824 2.351791 0.817996 0.1 0.0 -0.2
H -2.407529 4.048528 0.451512 0.1 -0.3 0.0
H -2.213874 2.818702 -0.820426 0.0 -0.1 0.4
H -1.050012 2.308610 2.769019 0.1 0.1 -0.1
H 0.615689 2.874723 2.436487 -0.3 0.0 -0.1
H -0.736394 4.037881 2.474041 0.0 -0.1 0.0
```
Positions in Å, forces in eV/Å.

Atom charges from the Mulliken analysis, given in e for atoms 1 to 6: -0.20 -0.71 -0.48 0.04 -0.89 0.05